Entry 1:
Computed, not measured: a molecular structure, C35H26N6O11PbS4Te, with ωB97M-V/def2-TZVPD.

Output
Relative energy (zero: lowest compared OMol25 entry of this formula, charge and spin) in kcal/mol: 31.1
Frontier orbital gap in eV: 6.829
LUMO energy in Eh: -0.034
Max |F| in eV/A: 2.0

The geometry in XYZ format:
```
84
C35H26N6O11PbS4Te, DFT ωB97M-V/def2-TZVPD
Pb 0.32511 -0.18738 -0.10096
O 4.94577 1.23068 -0.11051
S 3.56949 1.44989 -0.44997
O 3.32485 2.30806 -1.60699
O 2.77900 0.19512 -0.44341
C 2.81045 2.48472 0.78035
C 3.26650 2.52987 2.08474
C 2.76563 3.49149 2.95003
C 1.82992 4.41324 2.50555
C 1.34912 4.36483 1.20706
C 1.83381 3.38841 0.35011
S 1.13786 3.33920 -1.30998
O -0.35639 3.79224 -0.86114
O 1.59949 4.38036 -2.15759
O 0.77627 2.02536 -1.87074
H 4.03606 1.83590 2.39739
H 3.11614 3.52833 3.97401
H 1.45718 5.17098 3.18263
H 0.61198 5.07435 0.86297
N -2.19648 -3.09769 2.52091
C -3.59183 -2.86693 2.51120
C -4.39610 -3.52956 3.42094
C -5.77060 -3.32622 3.42263
C -6.34226 -2.46116 2.50708
C -5.53572 -1.80526 1.58430
C -4.16634 -2.00356 1.58578
S -3.17025 -1.16519 0.39143
N -1.62821 -1.81850 0.64393
C -1.32924 -2.63503 1.57907
C 0.08544 -3.14467 1.65055
C 0.45599 -4.20128 2.46364
C 1.79287 -4.57662 2.50778
C 2.71247 -3.89499 1.73821
C 2.25349 -2.86972 0.92358
N 0.97421 -2.51769 0.87807
H -1.83810 -3.65643 3.27332
H -3.94438 -4.20904 4.13543
H -6.38559 -3.85293 4.13963
H -7.41032 -2.29226 2.50321
H -5.97239 -1.13157 0.85608
H -0.26588 -4.75600 3.04642
H 2.10377 -5.39218 3.14721
H 3.76376 -4.14393 1.75858
H 2.92611 -2.29347 0.29691
Te -1.65770 2.30141 -1.20597
C -3.15416 3.42481 -0.28115
C -3.16653 4.74871 0.03519
C -4.43587 5.18315 0.52348
C -5.35667 4.18609 0.55412
S -4.68782 2.70731 0.00751
H -2.30330 5.38740 -0.08115
H -4.64658 6.19905 0.82541
H -6.38797 4.22933 0.86488
O 0.60681 -0.18106 2.41809
C 0.07446 0.95531 2.55886
O -0.39431 1.61679 1.61002
C 0.01156 1.55355 3.94310
C 0.77023 1.01050 4.97205
C 0.82131 1.63699 6.20671
C 0.08987 2.79562 6.38374
C -0.71604 3.32766 5.39428
C -0.75041 2.69530 4.16302
N 0.19845 3.51149 7.67509
O 0.99130 3.08535 8.48888
O -0.50576 4.48491 7.84101
H 1.33593 0.10907 4.77898
H 1.41545 1.24950 7.02094
H -1.28624 4.22304 5.59434
H -1.35220 3.08376 3.35200
N 0.63996 1.10853 -5.85649
C -0.13997 0.02776 -6.09370
O -0.54373 -0.26898 -7.20093
C -0.47614 -0.83381 -4.90608
C -0.90232 -2.13510 -5.12430
C -1.18219 -2.94064 -4.03335
C -1.01972 -2.41677 -2.76150
N -0.64054 -1.15656 -2.54035
C -0.38958 -0.38536 -3.59935
H 0.87612 1.69682 -6.63725
H 0.99425 1.35823 -4.95025
H -1.00011 -2.48922 -6.14229
H -1.51564 -3.96111 -4.16216
H -1.20026 -3.01808 -1.87679
H -0.09236 0.63531 -3.37871
```

These are the Mulliken partial charges, in e, on atoms 1 to 6: number 1, Pb, carries 1.767; number 2, O, carries -0.772; number 3, S, carries 1.425; number 4, O, carries -0.748; number 5, O, carries -0.503; number 6, C, carries 0.251

=====

Entry 2:
Computed, not measured: a molecular structure, AlH6O3, with ωB97M-V/def2-TZVPD.

Output
Relative energy (zero: lowest compared OMol25 entry of this formula, charge and spin) in kcal/mol: 90.0
Frontier orbital gap in eV: 4.780
Charge: +3
LUMO energy in Eh: -0.787
Max |F| in eV/A: 1.3

The geometry in XYZ format:
```
10
AlH6O3, DFT ωB97M-V/def2-TZVPD
Al 2.84898 2.27492 -2.35646
O 1.93933 2.21679 -5.03237
H 2.27370 2.95426 -5.61221
H 1.85321 1.42860 -5.63203
O 3.01094 -0.42791 -3.24352
H 3.15560 -0.90184 -4.10348
H 3.05459 -1.13313 -2.54591
O 2.89503 4.72057 -1.07289
H 2.60187 5.02170 -0.16588
H 2.87853 5.53107 -1.64841
```

These are the Mulliken partial charges, in e, on atoms 1 to 6: number 1, Al, carries 1.837; number 2, O, carries -0.475; number 3, H, carries 0.455; number 4, H, carries 0.423; number 5, O, carries -0.467; number 6, H, carries 0.406

=====

Entry 3:
Computed, not measured: a molecular structure, C4H2NO3S, with ωB97M-V/def2-TZVPD.

Output
Relative energy (zero: lowest compared OMol25 entry of this formula, charge and spin) in kcal/mol: 0.0
Frontier orbital gap (spin up / spin down) in eV: 3.662 / 6.819
Charge: -1
LUMO energy (spin up / spin down) in Eh: 0.124 / 0.111
Spin multiplicity: 3
Max |F| in eV/A: 5.4

The geometry in XYZ format:
```
11
C4H2NO3S, DFT ωB97M-V/def2-TZVPD
C -1.15046 1.17030 -0.88014
C -0.09489 0.95721 1.42141
C -0.77762 -0.05120 0.80743
C 2.32745 -0.81409 -0.59158
N -1.39127 -0.03987 -0.41217
O 3.10397 -0.33181 0.10616
O 1.68801 -1.45039 -1.30569
O -0.87222 -1.25411 1.59590
S 0.01701 2.10214 0.02227
H -1.33176 1.57665 -1.88391
H -1.51821 -1.86483 1.12033
```

These are the Mulliken partial charges, in e, on atoms 1 to 6: number 1, C, carries -0.343; number 2, C, carries -0.388; number 3, C, carries 0.425; number 4, C, carries 0.657; number 5, N, carries -0.702; number 6, O, carries -0.353

=====

Entry 4:
Computed, not measured: 2 unconnected molecules or ions with the total composition C4H10N2, with ωB97M-V/def2-TZVPD.

Output
Relative energy (zero: lowest compared OMol25 entry of this formula, charge and spin) in kcal/mol: 53.8
Frontier orbital gap in eV: 10.558
SMILES: C=NC.C=NC
LUMO energy in Eh: 0.030
Max |F| in eV/A: 0.9

The geometry in XYZ format:
```
16
C4H10N2, DFT ωB97M-V/def2-TZVPD
C 0.07489 -2.74567 2.31258
N -0.07833 -3.19967 1.15422
C 0.92401 -2.82257 0.18417
H -0.56203 -2.99721 3.15704
H 0.84760 -2.01640 2.60013
H 0.51888 -2.63416 -0.81079
H 1.67282 -3.60399 0.08387
H 1.44346 -1.89428 0.45820
C -1.36654 3.19954 -0.21193
N -0.74451 3.52116 -1.25104
C 0.01958 2.47376 -1.91623
H -1.94774 3.94634 0.32536
H -1.36819 2.18639 0.22287
H 0.47694 1.78936 -1.19587
H 0.75758 2.90887 -2.58038
H -0.66844 1.88853 -2.53221
```

These are the Mulliken partial charges, in e, on atoms 1 to 6: number 1, C, carries -0.169; number 2, N, carries -0.387; number 3, C, carries -0.686; number 4, H, carries 0.256; number 5, H, carries 0.206; number 6, H, carries 0.253

=====

Entry 5:
Computed, not measured: a molecular structure, C4H6FN, with ωB97M-V/def2-TZVPD.

Output
Relative energy (zero: lowest compared OMol25 entry of this formula, charge and spin) in kcal/mol: 68.0
Frontier orbital gap in eV: 10.362
LUMO energy in Eh: 0.038
Max |F| in eV/A: 7.1

The geometry in XYZ format:
```
12
C4H6FN, DFT ωB97M-V/def2-TZVPD
C 1.74321 0.61108 1.47275
C 0.81895 0.75102 0.58038
C -0.66167 -0.42363 0.03444
C -0.75975 -0.47421 -1.44094
N -1.38403 -0.80450 0.89117
F 0.74436 1.76046 -0.31696
H 2.48900 1.33121 1.64936
H 1.94364 -0.22442 1.94925
H -0.18278 0.36622 -1.89238
H -1.88015 -0.23980 -1.74615
H -0.56572 -1.51649 -1.79230
H -2.30505 -1.13695 0.61136
```

These are the Mulliken partial charges, in e, on atoms 1 to 6: number 1, C, carries -0.869; number 2, C, carries 0.400; number 3, C, carries 0.488; number 4, C, carries -0.935; number 5, N, carries -0.526; number 6, F, carries -0.261

=====

Entry 6:
Computed, not measured: a molecular structure, C5H8, with ωB97M-V/def2-TZVPD.

Output
Relative energy (zero: lowest compared OMol25 entry of this formula, charge and spin) in kcal/mol: 101.1
Frontier orbital gap (spin up / spin down) in eV: 8.886 / 8.763
LUMO energy (spin up / spin down) in Eh: 0.017 / 0.015
Max |F| in eV/A: 1.6

The geometry in XYZ format:
```
13
C5H8, DFT ωB97M-V/def2-TZVPD
C -0.31741 -1.35666 -0.49079
C -0.34858 0.39677 1.08439
C 1.05310 0.12185 0.61973
C 0.34097 -0.05594 -0.73059
C -0.84133 0.85831 -0.26245
H -1.10982 -1.63852 -1.20555
H 0.23353 -2.21227 -0.09081
H -0.50918 1.02408 1.99177
H 1.54172 -0.77036 1.04370
H 1.74106 0.97653 0.69097
H 0.84984 0.20413 -1.66712
H -0.78865 1.94473 -0.43975
H -1.84078 0.50738 -0.54717
```

These are the Mulliken partial charges, in e, on atoms 1 to 6: number 1, C, carries -0.675; number 2, C, carries -0.494; number 3, C, carries -0.392; number 4, C, carries -0.367; number 5, C, carries -0.418; number 6, H, carries 0.267

=====

What did the second record say?
Computed, not measured: a molecular structure, AlH6O3, with ωB97M-V/def2-TZVPD.

Output
Relative energy (zero: lowest compared OMol25 entry of this formula, charge and spin) in kcal/mol: 90.0
Frontier orbital gap in eV: 4.780
Charge: +3
LUMO energy in Eh: -0.787
Max |F| in eV/A: 1.3

The geometry in XYZ format:
```
10
AlH6O3, DFT ωB97M-V/def2-TZVPD
Al 2.84898 2.27492 -2.35646
O 1.93933 2.21679 -5.03237
H 2.27370 2.95426 -5.61221
H 1.85321 1.42860 -5.63203
O 3.01094 -0.42791 -3.24352
H 3.15560 -0.90184 -4.10348
H 3.05459 -1.13313 -2.54591
O 2.89503 4.72057 -1.07289
H 2.60187 5.02170 -0.16588
H 2.87853 5.53107 -1.64841
```

These are the Mulliken partial charges, in e, on atoms 1 to 6: number 1, Al, carries 1.837; number 2, O, carries -0.475; number 3, H, carries 0.455; number 4, H, carries 0.423; number 5, O, carries -0.467; number 6, H, carries 0.406

=====

What did the fifth record say?
Computed, not measured: a molecular structure, C4H6FN, with ωB97M-V/def2-TZVPD.

Output
Relative energy (zero: lowest compared OMol25 entry of this formula, charge and spin) in kcal/mol: 68.0
Frontier orbital gap in eV: 10.362
LUMO energy in Eh: 0.038
Max |F| in eV/A: 7.1

The geometry in XYZ format:
```
12
C4H6FN, DFT ωB97M-V/def2-TZVPD
C 1.74321 0.61108 1.47275
C 0.81895 0.75102 0.58038
C -0.66167 -0.42363 0.03444
C -0.75975 -0.47421 -1.44094
N -1.38403 -0.80450 0.89117
F 0.74436 1.76046 -0.31696
H 2.48900 1.33121 1.64936
H 1.94364 -0.22442 1.94925
H -0.18278 0.36622 -1.89238
H -1.88015 -0.23980 -1.74615
H -0.56572 -1.51649 -1.79230
H -2.30505 -1.13695 0.61136
```

These are the Mulliken partial charges, in e, on atoms 1 to 6: number 1, C, carries -0.869; number 2, C, carries 0.400; number 3, C, carries 0.488; number 4, C, carries -0.935; number 5, N, carries -0.526; number 6, F, carries -0.261

=====

What did the third record say?
Computed, not measured: a molecular structure, C4H2NO3S, with ωB97M-V/def2-TZVPD.

Output
Relative energy (zero: lowest compared OMol25 entry of this formula, charge and spin) in kcal/mol: 0.0
Frontier orbital gap (spin up / spin down) in eV: 3.662 / 6.819
Charge: -1
LUMO energy (spin up / spin down) in Eh: 0.124 / 0.111
Spin multiplicity: 3
Max |F| in eV/A: 5.4

The geometry in XYZ format:
```
11
C4H2NO3S, DFT ωB97M-V/def2-TZVPD
C -1.15046 1.17030 -0.88014
C -0.09489 0.95721 1.42141
C -0.77762 -0.05120 0.80743
C 2.32745 -0.81409 -0.59158
N -1.39127 -0.03987 -0.41217
O 3.10397 -0.33181 0.10616
O 1.68801 -1.45039 -1.30569
O -0.87222 -1.25411 1.59590
S 0.01701 2.10214 0.02227
H -1.33176 1.57665 -1.88391
H -1.51821 -1.86483 1.12033
```

These are the Mulliken partial charges, in e, on atoms 1 to 6: number 1, C, carries -0.343; number 2, C, carries -0.388; number 3, C, carries 0.425; number 4, C, carries 0.657; number 5, N, carries -0.702; number 6, O, carries -0.353

=====

What is the formula in the fourth record?
C4H10N2